A 3-piece molecular cluster, C4H13NO2 overall in a non-equilibrium geometry, computed with ωB97M-V/def2-TZVPD.

Each line ends with the Mulliken charge.
Positions of all 20 atoms, in Å:
1 C 3.224 -1.802 0.884  -0.977
2 C 2.073 -1.355 0.065  -0.303
3 C 0.926 -0.831 0.545  -0.105
4 N 0.117 0.100 -0.120  -0.280
5 C -0.637 1.066 0.680  -1.038
6 H 3.560 -2.739 0.389  0.276
7 H 2.909 -2.033 1.900  0.307
8 H 4.097 -1.152 0.863  0.256
9 H 2.168 -1.135 -0.995  0.257
10 H 0.522 -1.078 1.526  0.313
11 H 0.651 0.538 -0.859  0.165
12 H 0.041 1.824 1.066  0.440
13 H -1.514 0.613 1.158  0.458
14 H -1.292 1.589 -0.016  0.181
15 O -2.387 0.009 -1.664  -0.665
16 H -2.614 -0.869 -1.989  0.295
17 H -1.768 -0.232 -0.943  0.356
18 O -3.643 2.659 -1.072  -0.640
19 H -3.095 1.866 -1.206  0.391
20 H -3.338 2.962 -0.212  0.315

Results
* SMILES: C/C=C/NC.O.O
* energy: -9942.393 eV
* relative energy (zero: lowest compared OMol25 entry of this formula, charge and spin): 41.6 kcal/mol
* Kohn-Sham gap: 8.8 eV